38
Properties=species:S:1:pos:R:3:forces:R:3:nbo_charge:R:1 method="wB97M-V/def2-TZVPD" spin_multiplicity=6 charge=+3 homo_energy_ha="-0.751 / -0.775" de_lowest_kcal_mol=4.93 orbital_gap_ev="8.749 / 5.224" total_energy_ha=-2576.5909
Ir -0.3534 0.0086 -0.7818 0.919 4.483 1.895 0.41
I -2.0643 1.5410 0.6883 -0.373 -0.087 0.095 0.48
I 0.0458 2.2045 -2.2373 0.113 -0.733 0.136 0.78
Te 1.7236 -2.4360 1.7623 1.182 -4.254 3.904 2.80
P 1.6661 1.5517 1.4918 1.718 0.766 1.841 1.91
P -2.1459 -0.5219 -1.9759 -2.808 -2.594 -2.851 1.12
F 3.0969 -1.6045 2.9402 -1.535 -0.450 -1.621 -0.56
F 0.3706 -1.7255 3.0161 0.993 -0.047 -1.611 -0.58
F 1.7902 -3.8962 2.9539 -0.164 1.677 -1.388 -0.54
F 0.2784 -3.4344 0.8410 1.130 1.513 0.243 -0.58
F 3.1222 -3.4208 0.7829 -1.549 1.527 0.507 -0.52
O 1.4980 -2.1519 -1.8299 -3.104 3.358 2.071 -0.26
O 1.2766 0.4199 0.5197 -0.773 -0.922 -0.768 -1.17
C 0.7390 1.4932 3.0208 -0.162 -0.037 -0.410 -1.02
C 3.4066 1.3413 1.8947 -0.315 -0.092 -0.377 -1.01
C 1.5091 3.1927 0.7702 -0.269 -0.420 -0.222 -1.01
C -1.8156 -2.0579 -2.9003 0.140 0.241 0.202 -0.96
C -2.7211 0.6203 -3.2998 0.406 0.320 0.445 -0.95
C 0.7587 -1.3679 -1.3934 3.896 -4.968 -3.273 0.55
C -3.7005 -0.9496 -1.1229 0.436 0.230 0.530 -0.95
H -2.9307 1.6103 -2.8786 -0.189 -0.067 -0.091 0.25
H 1.2066 2.1955 3.7280 -0.266 -0.185 -0.122 0.31
H 0.7767 0.4644 3.4059 -0.026 0.296 0.062 0.31
H 1.9590 3.9549 1.4265 -0.182 -0.231 -0.236 0.33
H -4.4474 -1.2313 -1.8815 0.267 0.171 0.184 0.31
H -3.5350 -1.7979 -0.4516 -0.060 0.077 -0.029 0.29
H 2.0137 3.1884 -0.2004 0.222 0.215 0.122 0.26
H -0.3090 1.7681 2.8217 0.384 0.004 0.476 0.23
H -3.6403 0.2099 -3.7453 0.291 0.093 0.179 0.31
H -4.0703 -0.0953 -0.5446 -0.263 -0.143 -0.063 0.25
H 0.4496 3.4144 0.6141 -0.043 0.323 0.115 0.22
H -2.7318 -2.3928 -3.4007 0.187 0.056 0.070 0.30
H -1.4789 -2.8254 -2.1964 -0.112 -0.067 -0.156 0.27
H -1.9547 0.7160 -4.0782 -0.088 -0.133 0.044 0.26
H 3.5429 0.4289 2.4894 -0.003 0.298 -0.067 0.31
H 3.9563 1.2353 0.9483 0.032 0.134 0.295 0.28
H 3.7490 2.2252 2.4481 0.030 -0.232 -0.102 0.29
H -1.0366 -1.8752 -3.6451 -0.062 -0.122 -0.028 0.26

=====

31
Properties=species:S:1:pos:R:3:forces:R:3:mulliken_charge:R:1 method="wB97M-V/def2-TZVPD" charge=+2 homo_energy_ha=-0.618 orbital_gap_ev=5.038 total_energy_ha=-2920.5774
Tl 1.1425 -2.6647 -3.1339 0.613 -0.576 -0.588 0.73
Ga -0.5731 -0.5254 -1.3961 2.027 1.120 -1.260 0.14
P -2.0830 -1.9573 -0.0043 -1.997 -0.860 1.578 0.38
O -1.2000 1.9872 1.9635 -0.027 -0.168 0.117 -0.43
O -2.8859 0.9951 0.9324 0.632 -0.034 -0.033 -0.56
N -1.1083 -3.0963 0.3402 0.722 1.798 -1.588 -0.32
C 0.9216 -0.5545 1.6270 0.013 -0.071 -0.443 -1.17
C -1.6265 1.2627 -1.5298 -1.716 0.207 0.604 -0.80
C 3.1653 0.0967 0.7685 -0.239 -0.130 0.163 -1.70
C -1.8994 1.6959 0.8807 -0.577 0.019 0.043 0.40
C -1.4219 2.2645 -0.4450 0.381 -0.079 0.140 -0.34
C 1.3600 -0.3963 -0.8818 -0.590 -0.410 0.513 -1.08
C 1.6557 0.1735 0.5114 0.694 0.266 -0.092 0.83
H -2.6060 -1.2483 1.0875 0.084 0.263 -0.036 0.26
H -3.1589 -2.2670 -0.8509 0.060 0.094 -0.274 0.23
H -0.5917 -1.2682 -2.8548 -0.623 -0.159 0.461 -0.26
H -2.0882 3.1027 -0.6947 -0.125 0.037 0.136 0.37
H 1.3782 -0.3322 2.5865 -0.203 0.072 0.179 0.47
H 3.4238 -0.9260 1.0438 0.183 -0.088 -0.104 0.38
H -0.3541 2.4047 1.7553 -0.072 0.265 0.060 0.37
H 1.9183 0.1627 -1.6358 -0.160 0.086 -0.233 0.67
H -1.4046 1.6356 -2.5329 0.698 -0.550 -0.152 0.53
H 1.4157 1.2410 0.4987 -0.281 0.032 0.043 0.11
H -0.1439 -0.3194 1.6602 -0.103 0.064 0.160 0.09
H 3.7427 0.3977 -0.1010 0.098 0.042 -0.044 0.40
H -2.6706 0.9616 -1.5067 -0.065 -0.059 -0.110 0.49
H -0.4245 2.6935 -0.3784 0.155 -0.118 -0.117 0.41
H 3.4423 0.7302 1.6068 0.070 0.068 0.060 0.44
H 1.7913 -1.4076 -0.8873 0.189 -0.078 0.047 0.44
H 1.0150 -1.6296 1.4671 0.107 -0.122 0.129 0.23
H -0.1314 -3.2122 0.1038 0.053 -0.930 0.643 0.28

=====

35
Properties=species:S:1:pos:R:3:forces:R:3:nbo_charge:R:1 method="wB97M-V/def2-TZVPD" homo_energy_ha=-0.178 orbital_gap_ev=2.125 total_energy_ha=-1395.1448
I -0.9414 1.2535 1.6781 0.465 -0.360 -0.111 -0.08
P 0.0098 1.7434 -0.5400 0.569 3.580 0.125 1.07
O -0.4414 7.2744 1.1475 -0.438 0.658 0.194 -0.73
O 1.3684 2.8348 -0.1950 -0.701 -4.490 -0.119 -0.90
N -0.2495 -1.6424 -0.2182 0.709 -1.056 0.022 -0.43
N 2.2619 -0.4611 -2.8985 -4.963 -2.130 5.391 -0.20
N 1.6964 0.6585 -2.2990 -0.383 -3.280 0.650 0.01
N 0.7793 0.3232 -1.2951 1.841 -0.492 -1.154 -0.32
N 0.6188 -1.0419 -1.1164 4.182 -0.699 -4.239 -0.07
N 1.8190 -3.0966 -2.4000 -0.778 3.790 1.878 -0.79
C -2.0735 -2.9979 1.6798 -0.728 -0.150 -0.823 -0.44
C -2.9055 -3.7649 0.4483 0.085 0.059 0.381 -0.64
C 0.7097 5.5723 0.1063 0.532 -0.805 -0.415 -0.60
C 1.5849 -1.6117 -2.1361 0.700 1.580 -0.641 0.46
C 0.0295 6.9447 -0.0441 0.294 -0.618 0.234 -0.03
C -0.4651 -3.4239 1.7031 -0.714 0.803 -0.219 -0.43
C 0.4841 -2.2945 0.9328 0.727 -1.157 2.483 -0.26
H -0.3071 -4.4487 1.1445 -0.425 1.901 1.380 0.21
H 0.7900 7.5940 -0.5053 0.482 0.524 0.210 0.09
H 1.1185 5.2532 -0.8596 0.072 -0.059 -0.162 0.17
H 0.8068 -1.5278 1.7849 -0.878 -1.183 -2.296 0.24
H -2.4686 -4.8504 0.3112 -1.093 2.080 0.323 0.21
H -0.1612 -3.4801 2.8496 -0.288 -0.018 -2.695 0.25
H 2.8333 -3.2899 -2.2237 -1.260 0.159 -0.165 0.42
H -0.8103 -2.3402 -0.7552 0.430 0.780 0.689 0.39
H -2.6115 -3.3057 2.6737 1.290 0.586 -1.846 0.23
H -4.0692 -3.8012 0.7017 2.653 -0.019 -0.582 0.24
H 1.4683 -2.8553 0.6189 -1.817 1.197 0.266 0.19
H 2.0939 2.1822 0.0913 -0.927 1.632 -0.320 0.48
H -0.6834 6.8234 -0.8745 -0.754 -0.115 -0.120 0.09
H -2.2317 -1.8290 1.5253 0.564 -2.498 0.520 0.23
H -2.8007 -3.2123 -0.5785 -0.158 -0.929 1.887 0.19
H 0.0039 4.7986 0.4341 -0.050 0.386 0.069 0.17
H 1.2009 -3.5842 -1.7114 1.020 0.219 -0.782 0.38
H 1.5428 5.6034 0.8196 -0.259 0.123 -0.014 0.19

=====

26
Properties=species:S:1:pos:R:3:forces:R:3:nbo_charge:R:1 method="wB97M-V/def2-TZVPD" charge=+1 homo_energy_ha=-0.542 de_lowest_kcal_mol=16.52 orbital_gap_ev=9.916 total_energy_ha=-331.9953
N -0.4718 -0.1287 1.8179 0.014 -0.289 0.224 -0.39
C -1.7826 -0.6091 1.2950 0.524 0.208 0.345 -0.23
C -1.7394 -2.1200 1.0921 -0.020 0.409 -0.368 -0.63
C 1.7299 -0.1844 -0.5860 -0.142 0.090 0.322 -0.64
C -0.2260 0.3260 2.9760 -0.176 -0.023 -0.236 0.12
C 1.4892 2.0166 -1.7704 -0.163 -0.041 0.296 -0.61
C 0.7468 0.8212 -1.1834 -0.459 -0.218 -0.305 -0.21
C -0.1485 0.1450 -2.2367 0.321 0.238 0.237 -0.61
H 0.3206 -0.2332 1.1816 -0.031 0.029 -0.153 0.46
H -0.9217 0.8250 -2.5944 0.025 0.032 -0.015 0.22
H -1.0357 0.4285 3.6888 0.048 0.040 0.054 0.23
H 2.2307 0.2110 0.3065 0.153 0.109 -0.142 0.20
H 0.0565 1.1900 -0.4082 0.202 0.111 0.088 0.16
H -0.7863 -2.4137 0.6505 0.012 -0.112 0.091 0.22
H 0.4604 -0.1498 -3.0926 -0.103 -0.175 -0.015 0.22
H 0.7905 0.6118 3.2147 -0.024 0.016 0.126 0.23
H 2.1327 2.4700 -1.0147 0.041 0.081 -0.082 0.21
H -1.9122 -0.0469 0.3712 -0.200 -0.131 -0.049 0.24
H -0.6381 -0.7341 -1.8108 0.010 -0.100 -0.155 0.19
H -2.5219 -0.3082 2.0339 -0.149 0.045 -0.148 0.23
H 1.2515 -1.1271 -0.2885 -0.004 -0.063 -0.217 0.19
H -1.9092 -2.6397 2.0298 0.089 -0.125 -0.001 0.24
H 0.7809 2.7680 -2.1174 0.069 0.046 -0.069 0.22
H 2.1095 1.7016 -2.6095 0.017 0.015 -0.028 0.22
H -2.5074 -2.3920 0.3700 -0.094 -0.077 0.143 0.26
H 2.5015 -0.4277 -1.3154 0.039 -0.114 0.056 0.25

=====

30
Properties=species:S:1:pos:R:3:forces:R:3:nbo_charge:R:1 method="wB97M-V/def2-TZVPD" charge=+1 homo_energy_ha="-0.367 / -0.369" de_lowest_kcal_mol=93.91 orbital_gap_ev="6.743 / 6.785" total_energy_ha=-550.8356
N -2.1733 0.9754 -1.6608 -2.953 -0.904 -1.113 -0.48
N 2.0388 -3.0971 0.6053 0.926 3.506 0.800 -0.82
N -0.1616 -0.0732 0.0644 -3.629 2.176 0.338 -0.30
N 0.5801 -0.3931 1.1440 2.609 -2.166 -0.015 -0.43
N -0.2113 -2.7050 -0.2821 -0.568 -0.338 -0.412 -0.69
C -1.4413 0.4840 0.5923 0.045 1.542 0.309 -0.25
C -0.9387 0.3317 -2.1293 0.300 0.807 1.091 -0.23
C 0.9007 -2.5825 0.1893 -1.128 1.617 2.043 0.65
C 1.9749 1.6866 1.7035 -0.397 -0.018 2.179 -0.63
C -2.6226 0.3697 -0.3993 0.706 3.147 1.714 -0.24
C 1.9270 0.1617 1.4252 -0.259 1.171 -3.553 -0.25
C 0.1593 0.6670 -1.1466 -0.399 2.001 1.204 -0.26
H -2.9631 0.9096 -2.3712 1.227 -0.482 0.779 0.44
H 2.6740 0.0290 0.5560 -0.852 -0.196 0.890 0.14
H 2.4071 -4.0017 0.5056 -0.063 -1.443 -0.371 0.43
H 0.3441 1.8114 -1.0531 -0.687 -1.427 0.218 0.19
H -0.9444 0.7031 -3.1054 1.388 -0.091 -1.831 0.23
H 2.6900 -2.3787 1.0398 -1.107 -1.473 -0.947 0.43
H -3.4931 0.9826 -0.1197 0.257 -0.514 0.517 0.23
H 1.4777 1.8575 2.7738 0.520 0.070 -2.585 0.22
H -2.8916 -0.6011 -0.5366 -0.864 -2.763 -0.790 0.22
H -1.0284 -2.0730 -0.0218 1.882 -0.693 -0.446 0.41
H -1.2909 1.6734 0.7114 -0.331 -2.362 0.571 0.17
H 3.0386 2.0532 1.8718 -1.265 -0.470 -0.645 0.23
H -1.0546 -0.7137 -1.9632 -0.424 -0.953 -0.843 0.25
H -1.6325 -0.1086 1.5362 0.005 1.281 -0.915 0.28
H 2.2273 -0.4577 2.2084 0.829 -0.590 1.540 0.21
H -2.1452 1.9725 -1.5679 0.904 0.927 0.427 0.43
H 1.0798 0.3165 -1.3925 2.698 -1.152 -1.651 0.24
H 1.4731 2.2008 0.8227 0.629 -0.209 1.497 0.19

=====

31
Properties=species:S:1:pos:R:3:forces:R:3:nbo_charge:R:1 method="wB97M-V/def2-TZVPD" charge=+1 homo_energy_ha="-0.404 / -0.404" de_lowest_kcal_mol=46.37 orbital_gap_ev="7.924 / 7.923" total_energy_ha=-626.2679
O -1.3640 -1.5632 1.6045 -2.565 -0.715 -1.409 -0.65
N 3.3989 0.0779 2.3157 1.148 -4.008 -4.249 -1.09
N 0.5742 -0.0696 1.5387 1.318 -0.005 1.575 -0.66
N -1.0674 0.0972 -2.7242 -0.851 0.271 -2.181 -0.87
N -2.6655 -1.6438 -0.3672 -0.963 -0.139 -1.030 -0.81
N 2.0420 -0.7271 -0.9801 2.324 -3.133 -0.531 -0.84
C -1.4431 0.3620 0.2672 -1.035 -0.218 -1.081 -0.44
C 0.2375 -0.4001 -2.5014 -0.592 2.255 3.037 -0.10
C -2.3132 1.2553 1.1604 -1.334 0.351 -2.972 -0.57
C 0.9928 0.0170 -1.4506 0.755 0.573 -0.130 0.15
C -0.0076 0.4921 0.5711 -0.604 1.592 -1.633 0.52
C 0.7334 1.2547 -0.5349 1.401 -1.321 1.482 -0.49
C -1.8846 -1.0940 0.5786 2.168 1.018 -0.270 0.71
H 3.8041 -0.9232 2.4876 -0.985 2.459 -0.401 0.39
H -3.4025 1.0198 1.2068 0.966 -0.020 -0.353 0.24
H -2.1577 2.2414 0.7628 -0.417 0.747 0.078 0.21
H -0.9902 1.0594 -3.1414 -0.760 -1.516 0.082 0.39
H 1.5345 0.0495 1.8404 1.243 0.525 -0.809 0.45
H 1.6385 1.7643 -0.0288 -1.026 -0.849 -1.506 0.24
H 2.2422 -1.6921 -1.4712 -0.497 2.887 1.435 0.41
H -3.2288 -2.4657 -0.1406 0.518 0.267 -0.238 0.42
H 4.0408 0.5123 1.6069 -0.770 -0.610 0.914 0.37
H -1.5964 -0.6046 -3.3405 1.083 2.084 0.804 0.40
H -1.5031 0.8194 -0.7817 -0.682 -1.793 1.365 0.28
H 2.8754 -0.3208 -0.5011 -1.307 -0.345 -1.042 0.39
H 0.1415 1.9262 -1.1247 -0.447 0.655 0.416 0.25
H 0.1585 -0.7211 2.1876 -1.283 -0.037 -0.404 0.46
H 3.5377 0.5618 3.1052 0.660 2.221 3.830 0.37
H -1.9129 1.2360 2.0725 1.168 -0.073 3.991 0.21
H -2.8041 -1.1929 -1.3295 0.359 -0.671 2.473 0.43
H 0.3891 -1.3279 -2.8878 1.007 -2.450 -1.241 0.19